No. 1
The following is a DFT calculation (ωB97M-V with the def2-TZVPD basis set) of a molecular structure, C29H54As2BiN8O5S2.

XYZ file:
```
101
C29H54As2BiN8O5S2, DFT ωB97M-V with the def2-TZVPD basis set
Bi 2.19195 -0.67878 -0.98260
C 4.46520 -4.82870 -1.27904
C 3.54487 -3.65943 -1.21202
N 3.75201 -2.55488 -0.62295
C 4.74344 -2.17213 0.34409
C 3.94706 -1.72644 1.60633
N 2.52404 -1.41548 1.29994
C 1.89689 -0.49027 2.25938
C 2.30782 0.95026 1.98941
N 2.14155 1.33495 0.57136
C 0.02088 1.79598 -0.78424
C -0.75439 0.57803 -0.29650
N -0.08441 -0.65870 -0.69170
C -0.75494 -1.68246 -1.11543
C -2.23820 -1.66817 -1.31327
C 0.02973 -2.81187 -1.67899
C -0.49360 -3.83773 -2.46144
C 0.35373 -4.83796 -2.90344
C 1.69472 -4.83437 -2.52671
C 2.16290 -3.76497 -1.78460
N 1.33268 -2.77748 -1.42169
H 5.46662 -4.57390 -0.94345
H 4.53153 -5.20655 -2.29942
H 4.08399 -5.64299 -0.65699
H 5.31256 -1.33101 -0.05953
H 5.44686 -2.96310 0.60364
H 4.42063 -0.84864 2.03952
H 3.98334 -2.51881 2.35464
H 1.98666 -2.28303 1.29499
H 2.15828 -0.75169 3.28803
H 0.82570 -0.58605 2.13429
H 3.34911 1.10815 2.26996
H 1.71464 1.58853 2.64469
H 3.00902 1.79550 0.31185
H 0.49960 1.53618 -1.73256
H -0.68116 2.60669 -0.98667
H -1.74291 0.60371 -0.76610
H -1.36078 -0.22169 1.47391
H -2.75043 -1.17527 -0.49271
H -2.62747 -2.67789 -1.38574
H -2.47266 -1.13613 -2.24164
H -1.53534 -3.85229 -2.74585
H -0.02340 -5.63611 -3.52922
H 2.34945 -5.64237 -2.81844
C 1.65447 -0.85767 -6.17225
As 0.99176 0.27339 -4.76140
C -0.91019 0.54571 -4.97437
C 1.83982 1.99730 -4.93282
O 1.26017 -0.44426 -3.26940
H 1.32656 -0.47206 -7.13694
H 1.28396 -1.87242 -6.04266
H 2.74280 -0.86382 -6.14046
H -1.10975 0.98208 -5.95246
H -1.26370 1.22651 -4.20134
H -1.42581 -0.40960 -4.89508
H 1.65306 2.36506 -5.94189
H 2.91356 1.90472 -4.78065
H 1.42444 2.70357 -4.21612
C -3.96668 -3.63072 2.41931
As -2.27627 -4.46765 1.99712
C -1.67356 -5.39346 3.57473
C -2.63990 -5.80233 0.64357
S -0.83546 -3.03818 1.34341
H -4.69135 -4.40363 2.67493
H -4.33087 -3.06826 1.56188
H -3.84128 -2.96155 3.26815
H -2.46143 -6.07374 3.89829
H -1.46324 -4.67709 4.36571
H -0.77306 -5.96032 3.34889
H -3.21877 -6.60586 1.09857
H -1.70752 -6.20483 0.25381
H -3.22106 -5.36840 -0.16849
C -2.63524 8.75745 3.17215
C -1.84365 7.70189 2.41670
S -2.96229 6.38249 1.92074
O -3.75613 6.80975 0.80632
O -3.60860 5.80447 3.06852
C -1.83288 5.08237 1.27009
C -1.59096 4.05446 2.36188
N -0.85410 2.87937 1.81697
C -1.51669 1.75844 1.71141
N -0.90465 0.62993 1.15633
C 1.05751 2.34118 0.19293
C 0.45845 3.07146 1.34907
N 1.36092 3.96222 1.93890
O 2.51001 3.95645 1.45784
O 1.07402 4.66841 2.90565
C -2.91298 1.60862 2.23524
H -1.99104 9.60270 3.40665
H -3.03035 8.35078 4.10113
H -3.46351 9.12153 2.56516
H -1.06427 7.23875 3.02397
H -1.43480 8.08072 1.48004
H -0.92067 5.58214 0.94425
H -2.35676 4.66360 0.40959
H -2.53882 3.74478 2.78138
H -0.99799 4.48372 3.15534
H 1.59722 3.10381 -0.36941
H -2.98380 1.82278 3.30210
H -3.25505 0.58707 2.07939
H -3.61134 2.27547 1.72455
```

* energy relative to the best compared isomer or geometry (same formula, charge and spin): 284.1 kJ/mol
* E_HOMO: -0.5336 hartree
* DFT total energy: -202268.1470 eV
* LUMO: -0.3306 hartree
* charge: +3

Atomic partial charges in e from the Mulliken method, atoms 1 to 99: atom 1 (Bi): 1.18, atom 2 (C): -1.96, atom 3 (C): 0.59, atom 4 (N): 0.14, atom 5 (C): -0.74, atom 6 (C): -0.61, atom 7 (N): -0.18, atom 8 (C): -0.86, atom 9 (C): -0.26, atom 10 (N): -0.40, atom 11 (C): -2.93, atom 12 (C): -0.87, atom 13 (N): 1.31, atom 14 (C): 0.77, atom 15 (C): -2.09, atom 16 (C): 0.48, atom 17 (C): -0.99, atom 18 (C): -1.30, atom 19 (C): -0.76, atom 20 (C): 0.59, atom 21 (N): 0.64, atom 22 (H): 0.43, atom 23 (H): 0.47, atom 24 (H): 0.38, atom 25 (H): 0.27, atom 26 (H): 0.43, atom 27 (H): 0.40, atom 28 (H): 0.44, atom 29 (H): 0.30, atom 30 (H): 0.58, atom 31 (H): -0.04, atom 32 (H): 0.69, atom 33 (H): 0.21, atom 34 (H): 0.56, atom 35 (H): 0.16, atom 36 (H): 0.67, atom 37 (H): 0.72, atom 38 (H): 0.40, atom 39 (H): 0.40, atom 40 (H): 0.59, atom 41 (H): 0.23, atom 42 (H): 0.63, atom 43 (H): 0.61, atom 44 (H): 0.46, atom 45 (C): -1.02, atom 46 (As): 0.42, atom 47 (C): -1.09, atom 48 (C): -1.09, atom 49 (O): -0.42, atom 50 (H): 0.42, atom 51 (H): 0.33, atom 52 (H): 0.38, atom 53 (H): 0.47, atom 54 (H): 0.35, atom 55 (H): 0.32, atom 56 (H): 0.43, atom 57 (H): 0.38, atom 58 (H): 0.35, atom 59 (C): -1.07, atom 60 (As): 0.60, atom 61 (C): -1.05, atom 62 (C): -1.07, atom 63 (S): -0.52, atom 64 (H): 0.42, atom 65 (H): 0.35, atom 66 (H): 0.37, atom 67 (H): 0.41, atom 68 (H): 0.36, atom 69 (H): 0.36, atom 70 (H): 0.43, atom 71 (H): 0.35, atom 72 (H): 0.36, atom 73 (C): -1.29, atom 74 (C): -0.37, atom 75 (S): 1.33, atom 76 (O): -0.67, atom 77 (O): -0.68, atom 78 (C): -0.57, atom 79 (C): -1.63, atom 80 (N): 0.29, atom 81 (C): 0.91, atom 82 (N): 0.92, atom 83 (C): 0.87, atom 84 (C): -1.62, atom 85 (N): 1.29, atom 86 (O): -0.72, atom 87 (O): -0.74, atom 88 (C): -2.48, atom 89 (H): 0.38, atom 90 (H): 0.36, atom 91 (H): 0.36, atom 92 (H): 0.33, atom 93 (H): 0.40, atom 94 (H): 0.48, atom 95 (H): 0.23, atom 96 (H): 0.82, atom 97 (H): 0.28, atom 98 (H): 0.95, atom 99 (H): 0.50



No. 2
The following is a DFT calculation (ωB97M-V with the def2-TZVPD basis set) of a single C5H7NO molecule.

XYZ file:
```
14
C5H7NO, DFT ωB97M-V with the def2-TZVPD basis set
O -1.04356 2.49519 0.49625
C -1.26774 1.30655 0.43360
N -0.73330 0.36849 1.28085
C -0.56196 -1.01196 0.87622
C 0.77195 -1.29835 0.12470
C 1.22896 -0.11090 -0.59933
C 1.51709 0.94938 -1.09171
H -1.98120 0.87200 -0.29347
H -0.01189 0.76124 1.87395
H -1.40909 -1.27524 0.23465
H -0.61765 -1.65518 1.76020
H 1.54787 -1.60975 0.83462
H 0.63224 -2.13978 -0.56457
H 1.74607 1.90472 -1.51021
```

* energy relative to the best compared isomer or geometry (same formula, charge and spin): 187.8 kJ/mol
* E_HOMO: -0.3586 hartree
* DFT total energy: -8834.2565 eV
* SMILES: C#CCCNC=O
* LUMO: 0.0321 hartree
* charge: 0

Need the Mulliken charges? In units of e they are: atom 1 (O): -0.54, atom 2 (C): 0.06, atom 3 (N): -0.17, atom 4 (C): -0.62, atom 5 (C): -0.53, atom 6 (C): -0.42, atom 7 (C): 0.12, atom 8 (H): 0.30, atom 9 (H): 0.26, atom 10 (H): 0.30, atom 11 (H): 0.28, atom 12 (H): 0.28, atom 13 (H): 0.30, atom 14 (H): 0.38



No. 3
The following is a DFT calculation (ωB97M-V with the def2-TZVPD basis set) of a single C19H15N5O2S molecule in a non-equilibrium geometry.

XYZ file:
```
42
C19H15N5O2S, DFT ωB97M-V with the def2-TZVPD basis set
O 3.26403 2.35359 -1.87067
C 3.21330 1.21595 -1.47052
C 3.84804 0.79208 -0.20098
C 4.21660 -0.52559 0.06643
C 4.80789 -0.84666 1.27393
C 5.03267 0.13449 2.22673
C 4.67662 1.44813 1.96580
C 4.09404 1.77616 0.75732
H 3.81079 2.79373 0.53273
H 4.85608 2.21522 2.70417
H 5.48947 -0.12511 3.17027
H 5.09542 -1.86825 1.47347
H 4.05958 -1.30107 -0.66747
C 2.46653 0.15560 -2.26367
H 1.86350 0.63152 -3.03674
H 3.16405 -0.55473 -2.70810
S 1.34182 -0.81699 -1.21047
C -0.02347 0.24839 -1.22397
N -0.25150 1.20868 -2.08763
N -1.40914 1.77071 -1.76016
C -1.89312 1.16214 -0.70139
N -1.02598 0.17292 -0.30651
C -1.15471 -0.80799 0.74768
C -1.64444 -2.10709 0.19695
C -0.98011 -3.23363 -0.19085
C -1.96796 -4.12408 -0.67711
C -3.15310 -3.46870 -0.55396
O -2.96861 -2.24798 -0.02846
H -4.15848 -3.75179 -0.79433
H -1.81196 -5.10993 -1.06326
H 0.07552 -3.40180 -0.13540
H -0.17087 -0.95205 1.20337
H -1.87343 -0.41094 1.46907
C -3.14359 1.51950 -0.07387
N -3.48239 0.95600 1.08684
C -4.64079 1.31102 1.61824
C -5.47448 2.23138 1.00037
N -5.13813 2.80637 -0.14839
C -3.98634 2.46115 -0.68479
H -3.70381 2.92644 -1.61717
H -6.42555 2.52177 1.42344
H -4.89393 0.84148 2.55904
```

* energy relative to the best compared isomer or geometry (same formula, charge and spin): 0.0 kJ/mol
* E_HOMO: -0.3065 hartree
* DFT total energy: -42325.9155 eV
* SMILES: O=C(CSc1nnc(-c2cnccn2)n1Cc1ccco1)c1ccccc1
* LUMO: 0.0033 hartree
* charge: 0

Need the Mulliken charges? In units of e they are: atom 1 (O): -0.57, atom 2 (C): 0.50, atom 3 (C): 0.59, atom 4 (C): -0.13, atom 5 (C): -0.82, atom 6 (C): -0.37, atom 7 (C): -0.50, atom 8 (C): -0.54, atom 9 (H): 0.43, atom 10 (H): 0.39, atom 11 (H): 0.39, atom 12 (H): 0.40, atom 13 (H): 0.37, atom 14 (C): -1.09, atom 15 (H): 0.49, atom 16 (H): 0.51, atom 17 (S): -0.10, atom 18 (C): 0.23, atom 19 (N): -0.37, atom 20 (N): -0.71, atom 21 (C): 0.34, atom 22 (N): 0.38, atom 23 (C): -1.37, atom 24 (C): 0.78, atom 25 (C): -0.43, atom 26 (C): -0.48, atom 27 (C): -0.54, atom 28 (O): -0.27, atom 29 (H): 0.46, atom 30 (H): 0.43, atom 31 (H): 0.51, atom 32 (H): 0.47, atom 33 (H): 0.46, atom 34 (C): 0.56, atom 35 (N): -0.34, atom 36 (C): -0.23, atom 37 (C): -0.30, atom 38 (N): -0.61, atom 39 (C): -0.22, atom 40 (H): 0.48, atom 41 (H): 0.39, atom 42 (H): 0.43



No. 4
The following is a DFT calculation (ωB97M-V with the def2-TZVPD basis set) of a single C2H4INO molecule in a non-equilibrium geometry.

XYZ file:
```
9
C2H4INO, DFT ωB97M-V with the def2-TZVPD basis set
C -0.17163 -0.87563 -0.47733
C -0.00466 1.06939 0.85668
N 0.73964 -0.47848 -1.20030
O -0.61123 -0.20782 0.71720
I -1.38712 -2.63235 -0.59067
H -0.25905 1.43375 1.85043
H -0.38360 1.75408 0.08974
H 1.07912 0.98938 0.74401
H 0.99853 -1.05233 -1.98975
```

* energy relative to the best compared isomer or geometry (same formula, charge and spin): 16.6 kJ/mol
* E_HOMO: -0.3637 hartree
* DFT total energy: -13776.2490 eV
* SMILES: [H]/N=C(\I)OC
* LUMO: 0.0139 hartree
* charge: 0

Need the Mulliken charges? In units of e they are: atom 1 (C): 0.36, atom 2 (C): -0.61, atom 3 (N): -0.58, atom 4 (O): -0.29, atom 5 (I): 0.05, atom 6 (H): 0.24, atom 7 (H): 0.27, atom 8 (H): 0.28, atom 9 (H): 0.28



No. 5
The following is a DFT calculation (ωB97M-V with the def2-TZVPD basis set) of 4 unconnected molecules or ions with the total composition C17H22N2O11 in a non-equilibrium geometry.

XYZ file:
```
52
C17H22N2O11, DFT ωB97M-V with the def2-TZVPD basis set
C -1.84108 -3.23677 0.31307
N -0.65234 -2.67850 1.01268
O 0.07146 -3.43538 1.61740
O -0.44188 -1.49115 0.87956
H -2.62660 -2.49319 0.26316
H -2.14315 -4.15783 0.79721
H -1.50893 -3.48266 -0.69610
C 6.46691 -2.92865 0.70379
C 5.90258 -1.55048 0.92583
C 4.40017 -1.54638 0.84688
O 3.98764 -1.80749 -0.47791
C 2.60492 -2.02923 -0.58406
N 6.25049 -1.10895 2.30421
H 6.30732 -3.33216 -0.29041
H 6.01335 -3.62183 1.43100
H 7.52341 -2.98998 0.99083
H 6.35073 -0.86210 0.20158
H 3.99918 -0.58518 1.19980
H 4.01143 -2.30475 1.54144
H 2.35835 -3.09917 -0.55990
H 2.28983 -1.63309 -1.55336
H 2.01908 -1.52425 0.18806
H 6.38931 -0.10670 2.31612
H 7.12422 -1.54285 2.57377
C -1.88733 3.20477 -0.10936
C -1.18955 2.14819 0.32611
C 0.30889 2.24774 0.47582
O 0.95014 1.27926 0.79473
C 0.90016 3.57540 0.27015
C 0.17143 4.65292 -0.05369
C -1.31352 4.54704 -0.22942
O -1.96832 5.53046 -0.49335
O 0.70825 5.86803 -0.17836
O -1.74032 0.94924 0.47093
H -2.95850 3.10632 -0.23598
H 1.97244 3.69570 0.37353
H 0.00621 6.48300 -0.44530
H -1.08102 0.30555 0.79462
C -4.82562 1.81304 -1.62430
C -4.06374 0.96680 -2.32241
C -3.93565 -0.47734 -1.93566
O -3.11340 -1.17858 -2.48074
C -4.80930 -0.95553 -0.86529
C -5.62416 -0.11863 -0.21455
C -5.65533 1.35276 -0.52015
O -6.31640 2.07384 0.19330
O -6.52400 -0.52572 0.68695
O -3.39976 1.34255 -3.40502
H -4.85138 2.84696 -1.94818
H -4.75639 -2.00498 -0.60556
H -6.88353 0.26915 1.11624
H -2.97672 0.55080 -3.77974
```

* E_HOMO: -0.3401 hartree
* DFT total energy: -43483.8994 eV
* SMILES: O=C1C=C(O)C(=O)C=C1O.O=C1C=C(O)C(=O)C=C1O.C[N+](=O)[O-].COC[C@H](C)N
* LUMO: -0.0612 hartree
* charge: 0

Need the Mulliken charges? In units of e they are: atom 1 (C): -0.62, atom 2 (N): 0.87, atom 3 (O): -0.50, atom 4 (O): -0.66, atom 5 (H): 0.12, atom 6 (H): 0.30, atom 7 (H): 0.32, atom 8 (C): -1.47, atom 9 (C): 0.61, atom 10 (C): -0.58, atom 11 (O): -0.37, atom 12 (C): -0.61, atom 13 (N): -0.68, atom 14 (H): 0.33, atom 15 (H): 0.36, atom 16 (H): 0.39, atom 17 (H): 0.25, atom 18 (H): 0.24, atom 19 (H): 0.30, atom 20 (H): 0.29, atom 21 (H): 0.26, atom 22 (H): 0.22, atom 23 (H): 0.25, atom 24 (H): 0.22, atom 25 (C): -0.59, atom 26 (C): 0.35, atom 27 (C): 0.82, atom 28 (O): -0.56, atom 29 (C): -1.14, atom 30 (C): 0.49, atom 31 (C): 0.63, atom 32 (O): -0.61, atom 33 (O): -0.56, atom 34 (O): -0.36, atom 35 (H): 0.53, atom 36 (H): 0.42, atom 37 (H): 0.34, atom 38 (H): 0.37, atom 39 (C): -1.01, atom 40 (C): 0.51, atom 41 (C): 0.90, atom 42 (O): -0.66, atom 43 (C): -1.00, atom 44 (C): 0.39, atom 45 (C): 1.03, atom 46 (O): -0.63, atom 47 (O): -0.57, atom 48 (O): -0.56, atom 49 (H): 0.44, atom 50 (H): 0.50, atom 51 (H): 0.36, atom 52 (H): 0.34